Density functional theory data (ωB97M-V with the def2-TZVPD basis set) for a 8-piece molecular cluster, C66H69F13O15P2 overall in a non-equilibrium geometry.

```
165
Properties=species:S:1:pos:R:3:forces:R:3
C -1.315 3.663 -0.365 1.0170 -0.3664 -0.1377
C -0.727 2.328 -0.868 0.2468 0.5776 0.7170
C -0.430 1.473 0.386 -1.0150 0.3152 -0.5327
C -0.545 -0.056 0.184 0.1973 0.4330 1.0398
C -1.111 -0.689 1.488 -0.1135 -0.4230 0.4371
P 1.009 -0.912 -0.469 -1.9636 -0.1271 -1.7591
C 1.001 -1.235 -2.320 0.2881 0.5728 -1.0322
C 2.195 -2.013 -2.912 0.3635 0.3997 0.0889
C 1.841 -2.619 -4.264 0.4076 1.1108 0.7040
F 0.769 -3.421 -4.230 -0.2195 -0.6005 -0.0194
F 1.500 -1.566 -5.058 -0.0568 0.0692 -0.6077
C 3.048 -3.342 -4.899 -1.2271 -0.6758 0.6987
F 3.413 -4.298 -4.019 0.1032 -0.4822 0.2159
F 4.065 -2.498 -4.996 0.4494 0.4887 -0.5188
C 2.774 -4.087 -6.229 0.9993 0.8138 -0.5831
F 1.948 -5.100 -6.073 -0.8605 -0.4524 0.3866
F 3.954 -4.603 -6.608 0.6649 -0.0592 -0.0428
C 2.294 -3.203 -7.416 0.2404 -1.0253 -0.2372
F 2.640 -3.789 -8.550 0.3548 -0.6869 -0.7359
F 0.992 -3.105 -7.432 -1.3588 0.3860 0.4190
F 2.850 -2.025 -7.416 0.4961 1.3285 0.3621
O 1.743 0.607 -0.750 0.8545 -0.7422 0.7003
C 3.068 0.673 -1.238 0.3600 1.1690 -0.8871
C 3.193 1.460 -2.558 1.9422 0.1539 0.3678
C 2.804 2.937 -2.400 -1.2707 -0.1923 -0.4317
C 4.732 1.413 -2.881 -1.5272 0.2486 0.4921
C 5.093 1.985 -4.242 1.6428 -0.8093 -0.5636
C 6.642 1.919 -4.347 -0.2647 -0.1717 0.5503
C 4.544 1.152 -5.420 0.3315 0.6264 0.4475
P 0.001 -2.928 -0.186 -0.8934 -1.5375 1.9284
C 0.882 -4.392 -0.896 0.5557 -0.2834 -0.7268
C 2.242 -4.772 -0.278 -0.1892 -0.6247 -0.1320
C -1.710 -2.936 -0.950 0.1972 -0.2312 -1.6779
C -1.987 -4.158 -1.869 0.2686 -0.0022 0.8348
C 2.274 -1.387 0.881 0.3259 0.8795 1.1852
F 1.847 -2.347 1.712 -0.4627 -0.4149 0.2143
F 3.461 -1.851 0.416 0.2205 0.1696 -0.8479
C 2.630 -0.220 1.849 1.2599 -0.4032 -0.3795
F 1.566 0.183 2.549 -0.5465 0.3092 -0.2821
F 3.497 -0.756 2.748 0.2084 -0.0856 0.3082
H -2.276 3.527 0.126 -0.0720 0.1547 -0.1770
H -0.605 4.026 0.383 -0.2082 0.1783 0.0379
H -1.333 4.413 -1.157 -0.3919 -0.0421 0.0571
H -1.428 1.811 -1.526 0.0784 0.0242 -0.0552
H 0.187 2.583 -1.405 -0.0803 -0.3769 -0.1690
H 0.450 1.818 0.929 0.1340 -0.2084 -0.2373
H -1.272 1.742 1.038 0.0853 -0.3041 0.1157
H -1.327 -0.179 -0.569 0.3548 -0.2256 -0.2595
H -0.408 -1.291 2.063 0.0309 0.0334 -0.1828
H -1.969 -1.335 1.295 0.1577 -0.0633 -0.1559
H -1.490 0.061 2.188 0.1742 0.2451 -0.2873
H 0.086 -1.726 -2.666 -0.0911 -0.1704 0.7533
H 0.970 -0.265 -2.828 0.1185 -0.0266 0.1241
H 2.679 -2.728 -2.245 -0.3548 -0.1631 -0.0369
H 2.967 -1.281 -3.171 0.0809 -0.1481 0.1127
H 3.610 -0.268 -1.393 -0.5561 -0.2393 0.3412
H 3.674 1.259 -0.529 -0.0748 -0.2123 0.0702
H 2.711 0.951 -3.399 -0.4254 0.1798 0.2140
H 2.708 3.257 -1.358 0.1594 -0.2057 -0.0084
H 3.470 3.631 -2.912 0.1153 -0.1793 0.0371
H 1.815 3.079 -2.851 0.0751 0.2194 0.1498
H 5.050 0.367 -2.772 0.2863 0.1390 -0.3650
H 5.206 1.975 -2.066 0.2460 -0.0088 -0.2232
H 4.840 3.039 -4.377 -0.3825 -0.1002 0.2815
H 7.035 2.517 -5.174 -0.0365 -0.0211 0.0712
H 6.941 0.874 -4.499 0.0067 0.1002 -0.1072
H 7.117 2.212 -3.399 -0.2660 0.1904 -0.5701
H 3.474 1.316 -5.561 0.0456 -0.3009 -0.1606
H 4.798 0.101 -5.257 -0.3515 -0.0140 0.0263
H 5.101 1.455 -6.310 -0.3479 0.0169 -0.1388
H 0.244 -5.259 -0.709 -0.2482 0.2674 0.1290
H 1.018 -4.405 -1.987 -0.0947 0.2081 0.1113
H 2.424 -5.815 -0.565 0.0942 0.1211 -0.0680
H 2.233 -4.790 0.812 0.0193 0.3879 -0.0333
H 3.096 -4.212 -0.662 -0.1454 0.2265 0.2306
H -2.492 -2.965 -0.192 0.2924 0.2962 0.2675
H -1.890 -2.066 -1.597 0.0419 0.1380 0.3240
H -3.009 -4.096 -2.244 0.1074 -0.0334 -0.1876
H -1.909 -5.067 -1.266 -0.1047 -0.0499 -0.1620
H -1.263 -4.254 -2.679 -0.1846 0.1414 -0.0941
H 3.172 0.600 1.381 -0.4774 0.1852 -0.1138
C -5.878 3.283 -1.193 0.0072 0.0110 0.0766
C -7.066 3.864 -1.338 0.0844 -0.0386 0.0010
C -7.307 4.876 -2.394 -0.1211 0.0318 0.0151
O -8.390 5.407 -2.525 0.0491 -0.0204 -0.0060
C -6.170 5.216 -3.286 0.0895 -0.0022 -0.0373
C -4.982 4.637 -3.142 -0.0372 0.0618 -0.0503
C -4.743 3.623 -2.085 0.0384 -0.0246 0.0113
O -3.660 3.093 -1.955 -0.1772 -0.0453 -0.1478
H -5.687 2.543 -0.427 -0.0065 -0.0300 -0.0336
H -7.907 3.629 -0.698 -0.0244 0.0230 -0.0274
H -6.365 5.957 -4.051 -0.0435 0.0039 0.0182
H -4.141 4.872 -3.783 0.0230 -0.0282 0.0249
C -10.167 -1.056 -0.265 0.0924 0.0459 0.2717
C -8.863 -0.803 -0.329 -0.0312 -0.0203 0.0282
C -8.294 0.445 0.229 0.0658 -0.0537 -0.0442
O -7.104 0.680 0.170 -0.0717 0.0292 0.0437
C -9.234 1.402 0.865 -0.0442 0.0307 0.0112
C -10.538 1.150 0.929 0.0202 0.0927 0.0362
C -11.106 -0.101 0.368 -0.0634 -0.0494 -0.0064
O -12.296 -0.334 0.426 0.0417 0.0219 -0.0326
H -10.599 -1.957 -0.666 -0.0070 -0.0058 0.0307
H -8.162 -1.488 -0.789 0.0118 0.0291 -0.0156
H -8.800 2.309 1.269 0.0292 -0.0223 0.0160
H -11.240 1.836 1.387 -0.0273 -0.0253 -0.0138
C 1.618 6.742 4.427 0.0016 0.0656 -0.0635
C 0.835 6.760 3.353 0.0761 0.0519 0.0381
C -0.108 5.650 3.070 -0.0893 -0.0653 -0.0632
O -0.820 5.666 2.086 0.0346 0.1060 0.1608
C -0.144 4.521 4.031 0.0704 0.0170 0.0538
C 0.640 4.501 5.108 -0.0596 -0.0513 0.0163
C 1.583 5.612 5.390 0.0059 -0.0292 0.0396
O 2.298 5.601 6.369 -0.0096 0.0253 -0.0431
H 2.313 7.542 4.650 0.0093 -0.0207 0.0359
H 0.846 7.575 2.640 -0.0345 -0.0243 -0.0239
H -0.839 3.721 3.807 -0.0081 0.0127 -0.0265
H 0.628 3.683 5.819 0.0236 0.0342 -0.0390
C 10.738 0.381 -2.745 0.0499 -0.0807 -0.0206
C 11.863 0.022 -3.358 -0.0714 -0.0170 0.0652
C 12.452 0.854 -4.435 0.0994 -0.0351 -0.0529
O 13.476 0.527 -4.995 -0.0476 0.0174 0.0271
C 11.739 2.103 -4.802 -0.0741 0.0661 0.0030
C 10.614 2.461 -4.189 0.0609 0.0281 -0.0627
C 10.026 1.629 -3.112 -0.0675 0.0220 0.0615
O 9.000 1.957 -2.552 0.3928 -0.0177 0.1991
H 10.292 -0.213 -1.957 -0.0315 0.0324 0.0032
H 12.397 -0.885 -3.103 0.0318 0.0137 -0.0325
H 12.184 2.697 -5.590 0.0327 -0.0338 -0.0037
H 10.079 3.368 -4.443 -0.0318 -0.0133 0.0329
C -10.952 -2.695 -5.090 0.0016 -0.0143 -0.0807
C -11.943 -3.044 -5.906 0.0915 0.0137 0.0147
C -13.351 -3.081 -5.435 -0.0936 -0.0249 -0.0636
O -14.254 -3.401 -6.177 0.0472 0.0134 0.0308
C -13.609 -2.712 -4.021 0.0223 0.0242 0.0813
C -12.618 -2.363 -3.206 -0.0546 -0.0084 0.0336
C -11.212 -2.327 -3.678 0.0312 0.0283 0.0110
O -10.307 -2.005 -2.933 -0.0567 -0.1394 -0.3098
H -9.920 -2.662 -5.414 0.0090 0.0144 0.0399
H -11.774 -3.316 -6.940 -0.0461 -0.0075 -0.0019
H -14.641 -2.744 -3.697 -0.0092 -0.0111 -0.0386
H -12.788 -2.090 -2.171 0.0201 0.0272 -0.0044
C 1.274 -0.220 5.544 -0.0272 -0.0312 0.1077
C 1.681 -1.486 5.567 -0.0075 0.0107 -0.0867
C 1.918 -2.192 6.851 0.0146 -0.0164 -0.0128
O 2.291 -3.346 6.875 -0.0336 0.0425 -0.0034
C 1.683 -1.434 8.107 -0.1003 -0.0861 0.1136
C 1.275 -0.166 8.077 0.0155 -0.0509 -0.0089
C 1.039 0.537 6.796 0.0133 0.0166 0.0513
O 0.663 1.694 6.770 -0.0167 -0.0868 0.0117
H 1.097 0.312 4.623 -0.0308 0.0554 0.0364
H 1.857 -2.055 4.662 0.0192 -0.0055 0.0115
H 1.862 -1.966 9.040 -0.1072 0.1695 -0.5274
H 1.098 0.405 8.980 -0.0048 0.0261 -0.0211
C 3.552 -2.089 14.154 0.0372 0.0492 -0.0677
C 3.584 -1.808 12.854 0.0494 0.0312 0.0576
C 2.663 -2.473 11.903 0.0076 -0.0073 -0.0527
O 2.693 -2.217 10.715 0.1918 -0.0808 0.5730
C 1.704 -3.461 12.451 -0.0550 -0.0509 0.0337
C 1.671 -3.743 13.750 -0.0331 -0.0102 -0.0846
C 2.593 -3.079 14.706 -0.0006 -0.0270 0.1141
O 2.562 -3.333 15.890 0.0009 0.0118 -0.0555
H 4.216 -1.616 14.866 -0.0206 -0.0239 0.0314
H 4.275 -1.089 12.434 -0.0182 -0.0126 -0.0411
H 1.040 -3.934 11.738 0.0258 0.0177 -0.0311
H 0.979 -4.462 14.170 0.0192 0.0096 0.0397
```
Positions in Å, forces in eV/Å.

Properties
HOMO energy = -6.84 eV
strongest force on any atom = 2.6 eV Å⁻¹
structure (SMILES) = CCC[C@H](C)P(CCC(F)(F)C(F)(F)C(F)(F)C(F)(F)F)(OC[C@@H](C)CC(C)C)(P(CC)CC)C(F)(F)C(F)F.O=C1C=CC(=O)C=C1.O=C1C=CC(=O)C=C1.O=C1C=CC(=O)C=C1.O=C1C=CC(=O)C=C1.O=C1C=CC(=O)C=C1.O=C1C=CC(=O)C=C1.O=C1C=CC(=O)C=C1
gap between HOMO and LUMO = 5.08 eV